# 1
{
  "formula": "C7H17N3",
  "method": "ωB97M-V/def2-TZVPD",
  "elements": ["N", "N", "N", "C", "C", "C", "C", "C", "C", "C", "H", "H", "H", "H", "H", "H", "H", "H", "H", "H", "H", "H", "H", "H", "H", "H", "H"],
  "coordinates": [[0.775, -0.841, -0.392], [-0.363, -2.875, 1.504], [0.009, 2.777, 0.290], [-1.871, -1.492, -1.513], [2.421, 1.021, -0.416], [0.952, 0.596, -0.534], [-2.270, -2.145, -0.195], [0.310, 1.018, 1.929], [0.017, 1.332, 0.465], [-1.145, -2.568, 0.724], [1.299, -1.344, -1.101], [0.903, 3.170, 0.567], [1.148, -1.148, 0.500], [0.174, -0.041, 2.130], [-1.085, -2.062, -2.005], [-1.002, 0.989, 0.250], [1.324, 1.309, 2.198], [-0.381, 1.581, 2.551], [0.606, 0.857, -1.546], [2.817, 0.784, 0.571], [-1.552, -0.474, -1.357], [3.019, 0.489, -1.155], [-2.953, -1.504, 0.368], [2.537, 2.090, -0.594], [-2.791, -3.085, -0.394], [-0.151, 3.022, -0.681], [-2.747, -1.453, -2.162]],
  "homo_ev": -9.0,
  "smiles": "C[C@@H](N)[C@@H](C)N.CCC#N",
  "energy_ha": -441.16836,
  "de_lowest_kcal_mol": 19.3
}

=====

# 2
{
  "formula": "C5H8O2",
  "method": "ωB97M-V/def2-TZVPD",
  "elements": ["O", "O", "C", "C", "C", "C", "C", "H", "H", "H", "H", "H", "H", "H", "H"],
  "coordinates": [[-0.756, 1.703, -0.182], [0.780, -0.377, -2.126], [0.739, -0.163, -0.944], [0.625, 0.255, 1.148], [-0.396, 0.346, -0.025], [-1.610, -0.565, -0.192], [1.701, -0.368, 0.220], [-1.142, 1.813, -1.060], [0.884, 1.279, 1.430], [2.646, 0.175, 0.123], [-1.355, -1.631, -0.170], [1.925, -1.425, 0.400], [-2.404, -0.364, 0.532], [0.366, -0.309, 2.047], [-2.003, -0.368, -1.199]],
  "homo_ev": -9.3,
  "smiles": "C[C@@]1(O)CCC1=O",
  "energy_ha": -345.76420,
  "de_lowest_kcal_mol": 25.6
}

=====

# 3
{
  "formula": "C4H13N2O2",
  "method": "ωB97M-V/def2-TZVPD",
  "elements": ["O", "O", "N", "N", "C", "C", "C", "C", "H", "H", "H", "H", "H", "H", "H", "H", "H", "H", "H", "H", "H"],
  "coordinates": [[-0.903, 2.323, -0.807], [1.856, 0.178, 0.287], [-0.627, -0.108, -0.563], [4.081, 0.357, 0.439], [-1.168, -1.335, 0.174], [-2.578, -1.546, -0.093], [2.872, 0.815, 0.579], [-1.415, 1.164, -0.184], [-0.510, -2.152, -0.113], [-2.678, -2.559, 0.342], [-2.838, -1.734, -1.171], [0.405, -0.191, -0.295], [4.261, -0.596, 0.131], [-1.012, -1.043, 1.273], [4.785, 1.094, 0.297], [-2.429, 0.999, -0.425], [-0.418, -0.338, -1.518], [-1.249, 1.204, 0.966], [-3.267, -0.772, 0.339], [-0.019, 2.346, -0.434], [2.848, 1.895, 0.775]],
  "homo_ev": [-8.9, -14.7],
  "energy_ha": -419.73794,
  "de_lowest_kcal_mol": 19.3,
  "charge": 1,
  "multiplicity": 3,
  "s2": 2.01
}

=====

# 4
{
  "formula": "C22H23N3O5",
  "method": "ωB97M-V/def2-TZVPD",
  "elements": ["O", "O", "O", "O", "O", "N", "N", "N", "C", "C", "C", "C", "C", "C", "C", "C", "C", "C", "C", "C", "C", "C", "C", "C", "C", "C", "C", "C", "C", "C", "H", "H", "H", "H", "H", "H", "H", "H", "H", "H", "H", "H", "H", "H", "H", "H", "H", "H", "H", "H", "H", "H", "H"],
  "coordinates": [[-2.295, -3.535, 1.505], [0.719, -1.239, -0.903], [4.803, 1.147, -1.489], [-4.446, -0.534, -3.311], [-2.561, -1.403, -2.505], [0.805, -3.096, 0.381], [-1.820, -1.710, 0.209], [-2.801, -0.935, 0.685], [5.521, 1.990, -2.357], [-0.457, -3.640, -0.074], [-5.562, 2.876, 1.210], [-2.235, 0.942, -0.834], [2.604, -1.552, 0.513], [-5.027, 0.211, 1.699], [6.293, 0.095, 2.234], [-6.401, 2.148, 2.034], [1.305, -1.917, -0.069], [-3.022, 0.247, 0.257], [-4.171, 0.933, 0.861], [-4.457, 2.279, 0.628], [-3.035, 0.944, -2.142], [-6.126, 0.811, 2.278], [-3.288, -0.456, -2.645], [7.037, 0.933, 1.422], [3.283, -0.490, 0.062], [6.563, 1.304, 0.175], [-1.646, -2.981, 0.651], [5.333, 0.841, -0.277], [5.071, -0.373, 1.791], [4.567, -0.021, 0.541], [-0.548, -3.449, -1.148], [-1.200, -1.390, -0.544], [-6.775, 0.236, 2.922], [6.487, 1.554, -2.632], [7.993, 1.306, 1.757], [-4.804, -0.828, 1.879], [-3.819, 2.882, 0.001], [-1.278, 0.445, -1.004], [-0.474, -4.713, 0.119], [4.903, 2.085, -3.248], [1.247, -3.553, 1.162], [7.162, 1.960, -0.437], [-4.592, -1.436, -3.638], [2.852, 0.066, -0.761], [5.679, 2.981, -1.919], [4.481, -1.009, 2.432], [6.661, -0.186, 3.208], [-2.018, 1.969, -0.537], [-7.263, 2.619, 2.484], [-2.473, 1.468, -2.920], [-3.998, 1.441, -2.021], [2.986, -2.188, 1.298], [-5.766, 3.920, 1.017]],
  "homo_ev": -8.1,
  "smiles": "COc1ccccc1/C=C/C(=O)NCC(=O)N/N=C(\\CCC(=O)O)c1ccccc1",
  "energy_ha": -1392.62177,
  "de_lowest_kcal_mol": 48.1
}

=====

# 5
{
  "formula": "C24H28F3N3O2PS3Ti",
  "method": "ωB97M-V/def2-TZVPD",
  "elements": ["Ti", "S", "S", "S", "P", "F", "F", "F", "O", "O", "N", "N", "N", "C", "C", "C", "C", "C", "C", "C", "C", "C", "C", "C", "C", "C", "C", "C", "C", "C", "C", "C", "C", "C", "C", "C", "C", "H", "H", "H", "H", "H", "H", "H", "H", "H", "H", "H", "H", "H", "H", "H", "H", "H", "H", "H", "H", "H", "H", "H", "H", "H", "H", "H", "H"],
  "coordinates": [[-0.530, -1.181, -0.381], [0.258, 0.463, 1.537], [-0.444, 1.319, -1.571], [-2.699, -1.287, 1.034], [0.321, 1.866, 0.155], [-5.584, 0.095, 0.724], [-5.891, -2.040, 0.641], [-6.908, -0.750, -0.751], [1.822, 2.351, -0.152], [-0.296, 3.239, 0.711], [-2.251, -1.237, -1.518], [-0.617, -3.248, -0.654], [1.221, -1.536, -1.428], [-2.697, 2.580, 0.719], [4.925, -1.256, 2.110], [3.818, -2.076, 1.935], [2.720, 3.109, 0.698], [-1.256, -5.295, -1.387], [1.262, -2.735, -2.004], [-1.487, 3.305, 2.812], [5.241, -0.319, 1.130], [3.323, -1.017, -0.170], [2.708, 2.684, 2.154], [-4.820, -1.101, -2.431], [2.499, -0.831, -1.416], [-4.575, -1.067, -1.080], [0.201, -3.630, -1.710], [2.467, 4.593, 0.500], [-2.503, -1.286, -2.820], [4.444, -0.209, 0.001], [-5.727, -0.942, -0.111], [3.023, -1.956, 0.801], [-1.498, -4.268, -0.478], [-3.776, -1.234, -3.341], [-0.169, -4.896, -2.181], [-1.607, 3.450, 1.308], [-3.244, -1.185, -0.599], [2.128, -3.045, -2.585], [2.157, -2.596, 0.670], [2.800, 1.604, 2.249], [-2.412, 3.640, 3.287], [3.561, -2.810, 2.689], [1.790, 2.996, 2.656], [0.294, -5.442, -2.990], [2.298, 0.236, -1.544], [1.495, 4.875, 0.901], [6.101, 0.330, 1.247], [-1.311, 2.264, 3.079], [-5.837, -1.027, -2.791], [2.489, 4.845, -0.560], [-1.806, -6.222, -1.452], [-2.257, -4.202, 0.286], [-3.939, -1.281, -4.408], [-3.650, 2.883, 1.162], [-2.548, 1.523, 0.947], [5.537, -1.345, 2.999], [-1.817, 4.492, 1.061], [3.702, 2.866, 0.291], [3.116, -1.155, -2.263], [4.683, 0.530, -0.759], [3.243, 5.170, 1.013], [-2.756, 2.692, -0.363], [-1.629, -1.356, -3.460], [3.556, 3.155, 2.658], [-0.662, 3.910, 3.193]],
  "homo_ev": [-2.5, -4.7],
  "energy_ha": -3931.37545,
  "de_lowest_kcal_mol": 11.0,
  "charge": -1,
  "multiplicity": 3,
  "s2": 2.02
}

=====

# 6
{
  "formula": "C26H78O13",
  "method": "ωB97M-V/def2-TZVPD",
  "elements": ["O", "O", "O", "O", "O", "O", "O", "O", "O", "O", "O", "O", "O", "C", "C", "C", "C", "C", "C", "C", "C", "C", "C", "C", "C", "C", "C", "C", "C", "C", "C", "C", "C", "C", "C", "C", "C", "C", "C", "H", "H", "H", "H", "H", "H", "H", "H", "H", "H", "H", "H", "H", "H", "H", "H", "H", "H", "H", "H", "H", "H", "H", "H", "H", "H", "H", "H", "H", "H", "H", "H", "H", "H", "H", "H", "H", "H", "H", "H", "H", "H", "H", "H", "H", "H", "H", "H", "H", "H", "H", "H", "H", "H", "H", "H", "H", "H", "H", "H", "H", "H", "H", "H", "H", "H", "H", "H", "H", "H", "H", "H", "H", "H", "H", "H", "H", "H"],
  "coordinates": [[-1.000, -1.894, 1.359], [3.022, 4.060, -3.961], [0.040, -1.335, 8.211], [-4.375, 3.047, -0.363], [-1.461, 2.919, -6.374], [-1.192, 0.778, 3.323], [2.129, -4.962, -5.282], [-2.687, -3.342, -6.623], [4.302, 0.161, -1.950], [0.870, 1.300, 8.352], [-3.744, 0.165, 3.814], [1.327, 3.166, -6.254], [4.569, -1.916, 4.720], [2.175, -3.372, -3.585], [-0.610, -1.582, -0.981], [-1.412, 3.554, -4.175], [-1.222, -1.497, 7.494], [-2.155, -2.279, 8.539], [1.795, 1.373, -7.743], [-4.038, -1.949, 2.893], [3.179, 3.881, -2.555], [2.798, -3.791, -4.913], [2.208, -2.417, 4.774], [-3.715, 1.961, -0.848], [1.655, 1.238, 6.058], [-0.764, -0.928, 0.417], [4.341, -0.518, -0.716], [2.210, 2.746, -2.155], [2.029, 1.932, -6.293], [-2.048, -3.633, -5.411], [-1.152, 2.030, 2.639], [-1.254, -2.327, -4.988], [-1.853, 2.443, -5.118], [0.964, 2.035, 7.148], [-1.582, 3.146, 3.613], [-4.304, -0.464, 2.668], [3.044, -0.777, -0.114], [-4.521, 1.129, -1.800], [3.637, -2.937, 4.783], [2.447, -2.327, -3.434], [-2.823, 2.278, -1.388], [1.670, 1.197, -5.572], [-2.115, 0.605, 3.521], [-1.836, 2.078, 1.791], [-0.036, 2.278, 6.789], [1.716, 1.395, 8.796], [-3.348, -4.009, -6.824], [0.252, -2.249, -1.002], [2.128, -1.578, 4.083], [-0.090, 2.140, 2.419], [-1.791, 3.390, -3.167], [-0.519, 3.103, -6.363], [2.076, 2.127, -8.479], [-5.368, -0.229, 2.690], [-3.825, 0.488, -2.342], [-1.583, 1.437, -4.795], [-1.576, -0.205, 0.341], [5.058, -0.051, -2.502], [1.500, 2.949, 7.403], [-1.446, -4.541, -5.422], [3.776, -4.233, -4.722], [2.496, 0.135, 0.123], [-2.529, 2.829, 4.049], [2.525, 1.878, -2.734], [-0.322, 3.567, -4.202], [-1.546, -2.088, -1.215], [-5.010, 1.741, -2.558], [-5.188, 0.461, -1.255], [1.092, -3.493, -3.622], [2.018, 1.867, 5.245], [4.886, 0.142, -0.041], [-1.585, -0.495, 7.264], [-4.376, 0.099, 4.533], [-3.390, 1.277, -0.064], [0.172, -0.415, 0.641], [-1.879, -1.514, -5.357], [-0.243, -2.185, -5.370], [2.362, 0.444, -7.801], [2.329, -1.182, -0.830], [-5.151, 2.753, 0.121], [-2.941, 2.391, -5.098], [4.955, -1.401, -0.893], [1.193, 3.039, -2.414], [2.432, -5.231, -6.153], [-2.189, -1.606, 9.396], [-4.703, -2.268, 3.696], [3.677, 4.712, -4.218], [-4.365, -2.491, 2.006], [-1.814, 4.510, -4.510], [2.904, 4.731, -1.931], [2.388, 2.490, -1.110], [-0.933, -1.509, 2.236], [1.739, 3.727, -5.593], [-3.912, -0.035, 1.746], [3.067, 2.237, -6.162], [-2.737, -3.862, -4.598], [4.494, -1.434, 5.546], [0.739, 1.153, -7.898], [2.552, 0.723, 6.403], [-3.107, -2.356, 3.286], [2.742, -2.995, -5.656], [1.500, -3.122, 4.339], [0.922, 0.571, 5.605], [3.777, -3.709, 5.539], [3.749, -3.603, 3.928], [-1.118, -2.073, 6.575], [0.274, -0.404, 8.208], [-0.903, 3.176, 4.465], [4.225, 3.646, -2.355], [2.554, -3.954, -2.745], [3.188, -1.368, 0.790], [1.760, -2.107, 5.718], [-1.270, -2.267, -3.900], [-1.517, -3.120, 8.814], [-1.788, 4.094, 3.117], [-0.512, -0.769, -1.701], [-3.151, -2.530, 8.174]],
  "homo_ev": -9.4,
  "energy_ha": -2015.30022,
  "de_lowest_kcal_mol": 105.1
}

=====

# 7
{
  "formula": "C50H48Cl4N6O4S5SeSn",
  "method": "ωB97M-V/def2-TZVPD",
  "elements": ["Sn", "Se", "Cl", "Cl", "Cl", "Cl", "S", "S", "S", "S", "S", "O", "O", "O", "O", "N", "N", "N", "N", "N", "N", "C", "C", "C", "C", "C", "C", "C", "C", "C", "C", "C", "C", "C", "C", "C", "C", "C", "C", "C", "C", "C", "C", "C", "C", "C", "C", "C", "C", "C", "C", "C", "C", "C", "C", "C", "C", "C", "C", "C", "C", "C", "C", "C", "C", "C", "C", "C", "C", "C", "C", "H", "H", "H", "H", "H", "H", "H", "H", "H", "H", "H", "H", "H", "H", "H", "H", "H", "H", "H", "H", "H", "H", "H", "H", "H", "H", "H", "H", "H", "H", "H", "H", "H", "H", "H", "H", "H", "H", "H", "H", "H", "H", "H", "H", "H", "H", "H", "H"],
  "coordinates": [[1.599, 0.021, 0.274], [1.652, -2.429, -0.600], [3.931, 0.506, 1.048], [8.873, -2.616, 0.295], [7.818, 0.170, 0.261], [6.002, -2.156, 0.489], [0.342, -0.227, 3.358], [-2.310, 0.475, 0.671], [3.123, -1.012, -8.029], [3.184, 5.858, 0.830], [-1.979, -1.356, 2.675], [2.249, -1.493, -2.133], [2.500, -2.199, -8.528], [0.323, -1.906, -3.171], [4.396, -0.566, -8.476], [-1.307, -0.310, 3.550], [-2.257, -1.060, 1.220], [3.389, -1.090, -6.380], [0.986, -0.864, 2.200], [-1.325, 1.400, 1.200], [7.720, -1.173, 3.476], [2.072, -0.642, -4.299], [-0.626, -3.387, 1.479], [1.167, 2.557, -7.879], [-1.162, -2.928, 2.680], [-0.943, -3.572, 3.922], [-2.802, -1.262, -2.964], [-1.479, 0.902, -1.754], [0.867, 0.161, -9.127], [-1.403, 0.689, -3.175], [-5.324, -0.587, 4.840], [2.029, 4.851, -0.037], [-6.154, -1.617, 4.358], [1.852, 4.105, 4.174], [-2.252, 0.039, -1.024], [-2.885, -1.061, -1.631], [-4.538, -2.477, 2.862], [-4.305, 2.033, 1.695], [-0.039, 2.616, 3.450], [-6.594, 1.538, 1.724], [1.425, -1.403, -3.128], [0.400, -5.137, 2.687], [0.303, -0.847, 6.072], [-4.031, 0.865, 0.962], [1.430, -2.820, 6.827], [-0.943, 3.585, -8.817], [7.669, -1.431, 2.354], [0.046, -4.609, 1.475], [1.855, -2.011, 4.597], [0.120, 2.440, -8.734], [7.606, -1.525, 0.922], [-6.439, 0.373, 1.006], [0.881, -1.065, 4.817], [-4.023, -0.585, 4.343], [2.079, 1.542, -7.620], [2.035, 1.679, 4.250], [-5.596, 2.409, 2.073], [-5.129, 0.012, 0.593], [1.926, 0.328, -8.232], [0.727, 1.471, 3.823], [-0.027, 1.183, -9.347], [-3.667, -1.539, 3.425], [0.539, 3.876, 3.671], [0.660, -1.695, 7.093], [4.608, 4.857, 0.522], [-5.785, -2.580, 3.424], [-0.181, -4.707, 3.874], [2.528, 2.972, 4.637], [2.424, -1.676, -5.362], [-2.015, -0.422, -3.757], [2.029, -3.014, 5.566], [-7.617, 1.824, 1.975], [-1.819, -0.626, -4.794], [-3.180, -2.199, -3.462], [-0.891, -2.883, 0.541], [-3.470, 2.776, 1.963], [-3.444, -1.822, -0.993], [-5.767, 3.274, 2.695], [3.547, 3.099, 4.983], [-7.201, -1.557, 4.632], [-1.050, 2.577, 3.177], [-3.179, 0.050, 4.705], [4.847, 5.011, -0.576], [-1.587, 3.388, -9.631], [2.272, -1.977, 3.619], [-0.048, -5.339, 4.796], [4.376, 3.850, 0.775], [2.974, -2.497, -4.944], [2.663, 0.834, 4.470], [-4.999, -0.903, 0.134], [4.328, -0.876, -6.140], [1.005, 5.190, 0.077], [1.385, 3.496, -7.375], [-0.360, 0.016, 6.142], [-0.773, 1.313, -3.810], [-4.309, -3.149, 2.023], [-0.446, 4.549, -8.924], [2.101, 3.816, 0.272], [2.244, 4.792, -1.102], [-7.284, -0.300, 0.816], [5.313, 5.255, 1.226], [-0.882, 0.970, -9.952], [-1.061, 1.741, -1.250], [-0.062, 4.692, 3.417], [2.661, -3.860, 5.427], [0.282, -1.543, 8.070], [2.295, 5.078, 4.243], [3.002, -0.194, -3.934], [1.521, -2.089, -5.846], [1.376, 0.091, -4.640], [0.335, -5.022, 0.505], [-1.497, 3.475, -7.918], [-5.721, 0.152, 5.494], [-6.593, -3.240, 2.996], [1.590, -3.495, 7.688], [-1.390, -3.122, 4.776], [1.166, -5.918, 2.666], [0.647, -0.778, -9.648], [2.850, 1.623, -6.903]],
  "homo_ev": -7.2,
  "energy_ha": -9010.67246,
  "de_lowest_kcal_mol": 7.8
}

=====

# 8
{
  "formula": "C15H20N4O4",
  "method": "ωB97M-V/def2-TZVPD",
  "elements": ["O", "O", "O", "O", "N", "N", "N", "N", "C", "C", "C", "C", "C", "C", "C", "C", "C", "C", "C", "C", "C", "C", "C", "H", "H", "H", "H", "H", "H", "H", "H", "H", "H", "H", "H", "H", "H", "H", "H", "H", "H", "H", "H"],
  "coordinates": [[0.266, 2.818, 0.301], [2.474, 0.012, -1.042], [3.915, 0.803, 0.479], [-2.056, -2.470, 0.180], [-1.664, 1.688, 0.940], [-4.452, 0.215, 0.354], [-0.103, 0.564, -0.085], [-5.696, -0.029, -1.448], [2.675, -2.609, -0.055], [1.263, -2.357, 0.506], [-1.100, -1.757, -0.059], [-2.102, 0.394, 0.853], [-1.128, -0.325, 0.209], [-5.180, 1.366, 0.213], [3.671, -1.530, 0.372], [-4.801, -0.584, -0.683], [0.204, -2.294, -0.605], [-5.945, 1.191, -0.902], [4.332, 2.525, -1.213], [-0.408, 1.815, 0.360], [3.281, -0.166, -0.157], [-3.439, -0.052, 1.345], [3.643, 2.162, 0.094], [0.748, 0.352, -0.596], [-6.657, 1.858, -1.344], [4.033, 2.757, 0.921], [3.047, -3.578, 0.278], [5.403, 2.354, -1.139], [4.152, 3.573, -1.429], [-3.402, -1.130, 1.522], [2.635, -2.626, -1.145], [2.562, 2.311, 0.012], [-3.698, 0.472, 2.271], [0.028, -3.295, -1.002], [-4.373, -1.557, -0.826], [0.987, -3.145, 1.208], [1.257, -1.416, 1.061], [-2.170, 2.460, 1.341], [4.665, -1.760, -0.018], [3.751, -1.468, 1.458], [3.932, 1.927, -2.028], [0.558, -1.648, -1.408], [-5.107, 2.178, 0.908]],
  "homo_ev": -8.3,
  "smiles": "CCOC(=O)CCCCC(=O)c1[nH]c(=O)[nH]c1Cn1ccnc1",
  "energy_ha": -1103.63377,
  "de_lowest_kcal_mol": 1.8
}